Molecular formula: C21H43Br2FNO5S
Method: DFT, ωB97M-V/def2-TZVPD

Structure (XYZ):
```
74
Properties=species:S:1:pos:R:3:lowdin_charge:R:1
Br -6.220 -0.692 -2.765 0.674
Br -5.209 -2.335 -5.891 0.619
S -0.148 -1.459 -1.076 0.718
F -1.067 -0.232 -0.893 -0.097
O 2.172 -1.984 -2.004 -0.063
O 2.857 -1.623 6.800 -0.046
O -1.933 1.125 -3.281 -0.188
O -0.023 -2.071 0.216 -0.241
O -0.637 -2.227 -2.165 -0.192
N 2.468 -1.285 0.795 -0.037
C 3.176 -1.326 4.390 -0.174
C 2.469 -3.010 -1.068 -0.138
C -0.718 0.598 -3.761 -0.233
C 0.426 1.145 -2.903 -0.147
C -1.115 4.131 1.716 -0.210
C 2.298 -0.256 -0.299 -0.173
C 1.537 -0.837 -1.517 -0.409
C 1.596 0.178 -2.679 -0.087
C -2.752 2.213 1.114 -0.093
C -2.126 3.563 0.711 -0.240
C 1.788 1.090 0.218 -0.099
C 2.638 -0.473 3.224 -0.160
C 0.471 1.117 1.042 -0.187
C 0.543 2.178 2.154 -0.187
C -6.640 -2.480 -3.407 -0.676
C 2.227 -1.271 5.588 -0.270
C -3.037 0.260 -3.500 -0.136
C 0.312 3.594 1.582 -0.192
C 3.095 -2.515 0.217 -0.065
C -5.470 -3.100 -4.122 -0.693
C 3.380 -0.796 1.918 -0.082
H -3.265 0.116 -4.558 0.083
H -2.829 -0.709 -3.033 0.070
H 0.836 2.009 -3.428 0.126
H 2.568 1.542 0.833 0.119
H 1.503 2.137 2.665 0.087
H 3.292 -2.356 4.045 0.115
H 1.587 -3.625 -0.893 0.127
H 3.198 -3.660 -1.551 0.151
H -7.517 -2.385 -4.039 0.053
H -0.568 0.949 -4.789 0.134
H 3.310 -0.090 -0.673 0.173
H 3.407 -0.898 7.102 0.089
H -1.059 5.206 1.539 0.110
H -4.538 -2.963 -3.584 0.042
H 1.454 -2.024 5.440 0.127
H -0.729 -0.493 -3.807 0.106
H 0.029 1.551 -1.972 0.095
H -3.745 2.362 1.536 0.076
H -0.312 1.472 0.377 0.077
H 3.946 0.050 1.537 0.134
H 4.168 -0.974 4.676 0.125
H 0.569 3.622 0.519 0.108
H 2.493 0.774 -2.505 0.128
H 1.778 -0.386 -3.591 0.144
H -3.905 0.679 -3.007 0.019
H -2.937 4.284 0.613 0.103
H 1.574 -1.504 1.237 0.135
H 1.673 1.769 -0.622 0.115
H -6.892 -3.059 -2.521 0.060
H 0.187 0.139 1.428 0.093
H 2.984 -3.314 0.951 0.155
H 2.863 0.561 3.472 0.113
H 4.105 -1.586 2.099 0.121
H -2.166 1.715 1.886 0.055
H 1.561 -0.615 3.133 0.118
H 1.001 4.289 2.063 0.110
H -0.237 1.992 2.892 0.107
H -2.851 1.531 0.271 0.060
H -5.644 -4.161 -4.284 0.059
H -1.673 3.487 -0.281 0.099
H -1.499 3.977 2.726 0.116
H 1.755 -0.286 5.649 0.122
H 4.161 -2.343 0.091 0.146
```

## Properties
Gap between HOMO and LUMO: 0.3423 Ha
E: -187832.04723 eV
Net charge: +1
Maximum force: 1.30 eV Å⁻¹